(1)
{"formula": "C4H5ClS", "method": "wB97M-V/def2-TZVPD", "symbols": ["C", "C", "C", "C", "H", "H", "H", "H", "H", "S", "Cl"], "positions_angstrom": [[-0.880, -0.383, 1.012], [-0.503, 0.806, 0.243], [0.685, 0.570, -0.814], [0.797, -0.748, -1.385], [-1.457, -1.222, 0.604], [-1.484, 0.322, 1.841], [1.390, 1.542, -1.109], [1.842, -0.661, -2.113], [0.070, -1.711, -1.198], [-0.850, 2.308, 0.695], [0.390, -0.821, 2.226]], "forces_ev_per_angstrom": [[-2.8, 2.6, 4.6], [4.5, 0.3, -2.9], [-1.3, -2.1, -0.7], [2.1, 3.7, -0.1], [0.6, 0.3, 0.1], [0.2, -2.8, -2.2], [-2.0, -3.0, 0.8], [-3.4, -1.4, 1.9], [2.3, 2.8, -0.5], [-0.4, 0.2, -0.2], [0.3, -0.6, -0.8]], "lowdin_charge": [-0.6479, -0.9128, -0.2217, -0.0319, 0.0803, 0.0735, 0.1407, 0.1161, 0.1095, 0.7591, 0.5351], "orbital_gap_ev": 8.07, "smiles": "C=CC(=S)CCl", "fmax_ev_per_a": 5.97, "multiplicity": 1, "de_lowest_kcal_mol": 87.36}

---

(2)
{"formula": "C4H5ClS", "method": "wB97M-V/def2-TZVPD", "symbols": ["C", "C", "C", "C", "H", "H", "H", "H", "H", "S", "Cl"], "positions_angstrom": [[-1.078, -0.286, 0.357], [-0.620, 0.866, -0.371], [0.245, -0.363, -0.257], [1.596, -0.228, 0.330], [-1.081, -0.177, 1.444], [-1.205, 0.949, -1.287], [-0.338, 1.804, 0.039], [0.407, -0.955, -1.166], [1.721, 0.484, 1.142], [2.902, -0.973, -0.151], [-2.549, -1.121, -0.081]], "forces_ev_per_angstrom": [[-0.8, 0.1, 3.6], [-0.8, 0.4, -2.1], [1.8, -0.8, -2.5], [-1.3, 0.7, 1.3], [0.1, -0.2, -0.2], [0.6, 0.2, -0.2], [0.2, 0.4, 0.7], [-0.8, 0.1, 0.2], [-0.3, 0.2, 0.2], [1.0, -0.7, -0.6], [0.3, -0.3, -0.5]], "lowdin_charge": [-0.7208, -0.1283, -0.3542, -0.6776, 0.1088, 0.1106, 0.1065, 0.1266, 0.0555, 0.7318, 0.6411], "orbital_gap_ev": 8.63, "smiles": "S=C[C@@H]1C[C@H]1Cl", "fmax_ev_per_a": 3.73, "multiplicity": 1, "de_lowest_kcal_mol": 35.01}

---

(3)
{"formula": "C4H5ClS", "method": "wB97M-V/def2-TZVPD", "symbols": ["C", "C", "C", "C", "H", "H", "H", "H", "H", "S", "Cl"], "positions_angstrom": [[-1.054, -0.145, 0.068], [-0.369, 0.965, -0.004], [1.128, 0.914, 0.026], [-0.186, -1.457, 0.012], [-0.742, 2.051, -0.159], [1.724, 1.418, 0.791], [1.443, 1.373, -0.827], [-0.412, -2.083, -0.824], [-0.247, -1.881, 0.974], [1.555, -0.822, -0.037], [-2.840, -0.333, -0.019]], "forces_ev_per_angstrom": [[-0.3, -2.1, -1.0], [-0.1, 3.8, 0.4], [-0.7, -1.1, 1.2], [0.0, 2.9, 0.6], [0.0, -2.2, 0.5], [-0.8, 0.0, 0.6], [1.0, 1.2, -2.7], [-0.2, -0.4, -0.3], [-0.5, -1.3, 0.8], [-0.1, -1.0, -0.2], [1.6, 0.3, 0.1]], "lowdin_charge": [-0.6766, -0.2044, -0.4979, -0.4188, 0.1483, 0.0822, 0.0297, 0.0633, 0.0415, 0.8440, 0.5886], "orbital_gap_ev": 9.58, "smiles": "ClC1=CCSC1", "fmax_ev_per_a": 3.85, "multiplicity": 1, "de_lowest_kcal_mol": 16.73}

---

(4)
{"formula": "C4H5ClS2", "method": "wB97M-V/def2-TZVPD", "symbols": ["C", "C", "C", "C", "S", "S", "Cl", "H", "H", "H", "H", "H"], "positions_angstrom": [[0.176, -0.380, 0.691], [-0.284, -1.702, 0.287], [-0.828, 0.863, 0.529], [0.368, 0.860, -0.279], [-1.580, -1.888, -0.666], [0.383, 0.642, -2.115], [1.679, 1.979, 0.176], [0.850, -0.275, 1.521], [0.350, -2.617, 0.680], [-1.634, 0.468, -0.056], [-1.089, 1.578, 1.217], [1.609, 0.473, -1.984]], "forces_ev_per_angstrom": [[-0.5, 2.6, 0.3], [0.6, -1.2, 0.2], [0.8, -2.9, -1.9], [0.7, -0.5, -0.9], [0.3, -0.7, 0.1], [-3.1, 0.5, 1.1], [-0.2, -0.3, 0.2], [0.2, -0.3, 0.2], [-1.3, 1.9, -0.8], [-0.7, 0.1, -0.1], [0.0, 1.4, 1.8], [3.3, -0.5, -0.3]], "lowdin_charge": [-0.3236, -0.6303, -0.1498, -1.0893, 0.7081, 0.7525, 0.6074, 0.1051, 0.1046, 0.0373, 0.0855, -0.2075], "orbital_gap_ev": 8.34, "smiles": "S=C[C@@H]1C[C@@]1(S)Cl", "fmax_ev_per_a": 3.52, "multiplicity": 1, "de_lowest_kcal_mol": 42.24}

---

(5)
{"formula": "C4H5CrLiO", "method": "wB97M-V/def2-TZVPD", "symbols": ["C", "C", "C", "H", "H", "H", "H", "O", "C", "Cr", "Li", "H"], "positions_angstrom": [[0.951, -0.269, 2.496], [0.943, 0.838, 1.620], [0.926, 2.151, 1.216], [1.183, -1.227, 2.055], [0.591, -0.450, 3.504], [0.625, 3.062, 0.708], [1.339, 2.792, 1.993], [-0.797, 0.238, -0.365], [0.280, 0.849, -0.414], [-1.198, -0.724, 1.607], [-2.070, 1.238, 0.695], [1.142, 0.778, -1.051]], "forces_ev_per_angstrom": [[-1.4, -0.1, -1.8], [-1.3, 2.4, -4.2], [1.8, 0.1, 5.6], [1.0, -0.2, -0.2], [0.2, 1.2, 0.3], [-0.4, -1.1, -2.5], [0.2, 0.3, 1.4], [-1.2, 1.6, -2.3], [0.5, -5.6, 5.3], [1.0, -1.1, 0.5], [-0.1, 1.1, -0.5], [-0.2, 1.3, -1.5]], "lowdin_charge": [-0.1142, -0.2395, -0.1245, 0.0370, 0.0422, 0.0786, 0.0541, -0.2425, -0.0639, 0.6952, 0.7486, 0.1290], "orbital_gap_ev": [5.50, 4.96], "total_charge": 1, "fmax_ev_per_a": 7.72, "multiplicity": 6}

---

(6)
{"formula": "C4H5F", "method": "wB97M-V/def2-TZVPD", "symbols": ["C", "C", "C", "C", "F", "H", "H", "H", "H", "H"], "positions_angstrom": [[0.015, -1.344, -0.197], [0.304, 1.150, 0.325], [0.212, 0.280, -0.635], [0.447, -3.060, -0.617], [0.476, -3.742, 0.521], [0.057, -1.511, 0.844], [-1.149, -1.459, -0.449], [0.223, 2.266, 0.257], [0.024, 0.903, 1.366], [0.332, 0.329, -1.759]], "forces_ev_per_angstrom": [[-2.5, -0.9, -1.3], [-1.7, 2.5, 1.8], [1.2, -5.0, -1.8], [-0.1, 2.1, -0.2], [-0.2, 1.7, -0.8], [0.1, 0.7, 1.5], [2.1, -0.2, 0.4], [0.6, -1.1, -0.7], [0.7, -0.5, -0.6], [-0.2, 0.7, 1.6]], "lowdin_charge": [-0.1573, -0.0667, -0.1738, 0.0662, -0.0331, 0.0112, 0.1116, 0.0708, 0.0674, 0.1037], "orbital_gap_ev": 8.83, "fmax_ev_per_a": 5.47, "multiplicity": 1, "de_lowest_kcal_mol": 115.63}

---

(7)
{"formula": "C4H5F", "method": "wB97M-V/def2-TZVPD", "symbols": ["C", "C", "C", "C", "H", "H", "H", "H", "H", "F"], "positions_angstrom": [[1.418, -0.547, 1.380], [0.510, -0.378, 0.250], [-0.338, -0.108, -0.539], [-1.405, 0.653, -1.405], [2.258, -1.262, 0.941], [1.803, 0.437, 1.899], [0.966, -1.192, 2.290], [-1.117, 1.726, -1.573], [-1.501, 0.204, -2.500], [-2.593, 0.468, -0.741]], "forces_ev_per_angstrom": [[1.5, -2.1, 1.6], [0.3, 0.4, 1.8], [-2.1, 2.2, -2.6], [1.9, -2.2, -1.2], [-1.1, 1.8, 1.4], [-0.6, -1.9, -1.5], [0.7, 1.5, -2.3], [-0.5, -0.9, 0.8], [0.2, 0.6, 2.3], [-0.2, 0.6, -0.3]], "lowdin_charge": [-0.1472, -0.1598, 0.0094, -0.2087, 0.1017, 0.1046, 0.1122, 0.1140, 0.1346, -0.0606], "orbital_gap_ev": 10.86, "smiles": "CC#CCF", "fmax_ev_per_a": 4.02, "multiplicity": 1, "de_lowest_kcal_mol": 39.80}

---

(8)
{"formula": "C4H5F2N", "method": "wB97M-V/def2-TZVPD", "symbols": ["C", "C", "C", "C", "H", "H", "H", "H", "H", "N", "F", "F"], "positions_angstrom": [[-1.938, 0.011, -0.059], [-0.923, -0.823, -0.242], [0.538, -0.308, -0.523], [1.259, 0.945, 0.119], [-1.031, -1.861, -0.405], [0.923, -0.535, -1.417], [1.149, 1.339, 1.419], [1.720, 1.621, -0.590], [1.848, -0.722, 1.262], [1.791, -0.433, 0.261], [-2.243, 1.302, -0.167], [-3.093, -0.536, 0.343]], "forces_ev_per_angstrom": [[-1.9, -1.0, 0.6], [3.5, 3.2, -0.5], [-1.7, 1.7, 5.0], [-0.7, -1.5, 3.4], [-0.7, -0.8, 0.5], [0.5, -0.3, -3.9], [-0.6, -0.6, -4.7], [0.3, 0.1, 0.4], [-0.9, 0.3, -1.3], [0.7, 0.0, 0.7], [1.9, -0.5, 0.0], [-0.3, -0.4, -0.3]], "lowdin_charge": [-0.3506, 0.0455, -0.2446, -0.1306, 0.1003, 0.0728, 0.1928, 0.0645, 0.0977, -0.0719, 0.1388, 0.0854], "orbital_gap_ev": 10.13, "fmax_ev_per_a": 5.54, "multiplicity": 1, "de_lowest_kcal_mol": 85.90}

---

(9)
{"formula": "C4H5F2N", "method": "wB97M-V/def2-TZVPD", "symbols": ["C", "C", "C", "C", "N", "F", "F", "H", "H", "H", "H", "H"], "positions_angstrom": [[-0.930, -0.987, 1.079], [1.315, -0.583, 0.026], [0.028, -0.071, 0.651], [-0.764, 1.074, -0.780], [-1.735, -1.767, 1.320], [-1.490, 2.060, -0.389], [-1.495, 0.187, -1.419], [1.085, -1.047, -0.918], [1.885, -1.190, 0.663], [2.026, 0.149, -0.180], [0.020, 0.785, 1.442], [0.053, 1.391, -1.495]], "forces_ev_per_angstrom": [[-1.0, -1.2, -0.5], [-1.4, 0.2, 0.2], [-0.1, 5.9, -1.2], [3.5, -3.4, 0.7], [-0.3, -0.3, 0.3], [-1.0, 1.4, 1.0], [-1.2, -0.7, -0.9], [-0.1, -0.6, -0.2], [0.3, -1.6, 0.9], [0.7, 2.0, -0.5], [0.9, -1.6, -1.2], [-0.4, -0.1, 1.1]], "lowdin_charge": [-0.2730, -0.0752, -0.2102, -0.3364, 0.1715, 0.1282, 0.0707, 0.0885, 0.0661, 0.0561, 0.1562, 0.1575], "orbital_gap_ev": 10.93, "fmax_ev_per_a": 6.02, "multiplicity": 1, "de_lowest_kcal_mol": 36.08}

---

(10)
{"formula": "C4H5F2N2", "method": "wB97M-V/def2-TZVPD", "symbols": ["C", "C", "C", "C", "N", "N", "F", "F", "H", "H", "H", "H", "H"], "positions_angstrom": [[-0.079, -1.536, 0.454], [1.280, 0.346, 0.117], [1.586, 0.960, -1.021], [-1.478, 0.453, 0.357], [1.020, -0.992, 0.270], [-1.327, -0.837, 0.333], [1.172, 1.043, 1.267], [-2.502, 0.963, -0.240], [-0.168, -2.605, 0.602], [1.774, 2.020, -1.034], [1.690, 0.415, -1.943], [-0.893, 1.156, 0.945], [-2.075, -1.387, -0.106]], "forces_ev_per_angstrom": [[0.5, 0.0, 0.1], [-0.1, 1.1, -0.8], [-0.1, -0.1, 0.3], [-0.7, 0.1, -0.1], [0.7, -0.8, 0.5], [-0.7, 0.5, -0.4], [0.0, -0.2, 0.1], [0.3, -0.4, 0.3], [-0.2, 0.0, 0.0], [0.0, 0.1, 0.1], [0.0, -0.2, 0.0], [0.3, -0.2, -0.2], [0.1, 0.3, 0.1]], "lowdin_charge": [-0.0674, -0.4390, 0.1484, -0.0249, 0.1903, 0.1968, 0.0777, 0.2144, 0.1539, 0.0908, 0.0880, 0.1705, 0.2005], "orbital_gap_ev": [7.85, 7.85], "smiles": "C=C(F)/N=C\\[NH+]=C\\F", "total_charge": 1, "fmax_ev_per_a": 1.33, "multiplicity": 1, "de_lowest_kcal_mol": 1.39}

---

What did the fifth record say?
{"formula": "C4H5CrLiO", "method": "wB97M-V/def2-TZVPD", "symbols": ["C", "C", "C", "H", "H", "H", "H", "O", "C", "Cr", "Li", "H"], "positions_angstrom": [[0.951, -0.269, 2.496], [0.943, 0.838, 1.620], [0.926, 2.151, 1.216], [1.183, -1.227, 2.055], [0.591, -0.450, 3.504], [0.625, 3.062, 0.708], [1.339, 2.792, 1.993], [-0.797, 0.238, -0.365], [0.280, 0.849, -0.414], [-1.198, -0.724, 1.607], [-2.070, 1.238, 0.695], [1.142, 0.778, -1.051]], "forces_ev_per_angstrom": [[-1.4, -0.1, -1.8], [-1.3, 2.4, -4.2], [1.8, 0.1, 5.6], [1.0, -0.2, -0.2], [0.2, 1.2, 0.3], [-0.4, -1.1, -2.5], [0.2, 0.3, 1.4], [-1.2, 1.6, -2.3], [0.5, -5.6, 5.3], [1.0, -1.1, 0.5], [-0.1, 1.1, -0.5], [-0.2, 1.3, -1.5]], "lowdin_charge": [-0.1142, -0.2395, -0.1245, 0.0370, 0.0422, 0.0786, 0.0541, -0.2425, -0.0639, 0.6952, 0.7486, 0.1290], "orbital_gap_ev": [5.50, 4.96], "total_charge": 1, "fmax_ev_per_a": 7.72, "multiplicity": 6}

---

Repeat the tenth record exactly.
{"formula": "C4H5F2N2", "method": "wB97M-V/def2-TZVPD", "symbols": ["C", "C", "C", "C", "N", "N", "F", "F", "H", "H", "H", "H", "H"], "positions_angstrom": [[-0.079, -1.536, 0.454], [1.280, 0.346, 0.117], [1.586, 0.960, -1.021], [-1.478, 0.453, 0.357], [1.020, -0.992, 0.270], [-1.327, -0.837, 0.333], [1.172, 1.043, 1.267], [-2.502, 0.963, -0.240], [-0.168, -2.605, 0.602], [1.774, 2.020, -1.034], [1.690, 0.415, -1.943], [-0.893, 1.156, 0.945], [-2.075, -1.387, -0.106]], "forces_ev_per_angstrom": [[0.5, 0.0, 0.1], [-0.1, 1.1, -0.8], [-0.1, -0.1, 0.3], [-0.7, 0.1, -0.1], [0.7, -0.8, 0.5], [-0.7, 0.5, -0.4], [0.0, -0.2, 0.1], [0.3, -0.4, 0.3], [-0.2, 0.0, 0.0], [0.0, 0.1, 0.1], [0.0, -0.2, 0.0], [0.3, -0.2, -0.2], [0.1, 0.3, 0.1]], "lowdin_charge": [-0.0674, -0.4390, 0.1484, -0.0249, 0.1903, 0.1968, 0.0777, 0.2144, 0.1539, 0.0908, 0.0880, 0.1705, 0.2005], "orbital_gap_ev": [7.85, 7.85], "smiles": "C=C(F)/N=C\\[NH+]=C\\F", "total_charge": 1, "fmax_ev_per_a": 1.33, "multiplicity": 1, "de_lowest_kcal_mol": 1.39}